Molecular formula: C18H46N10O16
Method: DFT, the ωB97M-V functional and the def2-TZVPD basis

ORCA input file:
```
! RIJCOSX wB97M-V def2-TZVPD def2/J DEFGRID3
* xyz -1 2
C 4.676 -1.719 -0.053
N 6.010 -1.720 0.607
O 6.131 -1.108 1.693
O 6.963 -2.315 0.120
H 3.984 -1.668 0.788
H 4.440 -2.712 -0.436
H 4.545 -0.846 -0.694
C 2.703 -2.060 3.157
N 1.652 -2.780 2.410
O 0.531 -2.942 2.874
O 1.937 -3.080 1.204
H 3.693 -1.972 2.710
H 2.723 -2.570 4.119
H 2.300 -1.058 3.304
C 2.137 3.192 -0.676
N 3.234 2.165 -0.753
O 3.530 1.732 -1.850
O 3.716 1.780 0.281
H 1.968 3.578 0.329
H 1.238 2.610 -0.878
H 2.188 3.970 -1.437
C -0.029 -0.414 -0.609
N 0.684 0.293 0.500
O 1.700 -0.191 0.991
O 0.223 1.297 0.915
H -0.521 0.196 -1.366
H -0.792 -1.117 -0.274
H 0.833 -0.775 -1.170
C -1.781 -4.212 0.583
N -3.193 -4.298 1.085
O -4.071 -3.518 0.780
O -3.418 -5.135 1.853
H -1.427 -5.243 0.612
H -1.145 -3.457 1.044
H -1.893 -4.037 -0.487
C 2.677 2.506 3.290
N 2.799 3.981 3.599
O 1.948 4.703 3.088
O 3.844 4.356 4.255
H 3.550 1.985 2.896
H 2.147 2.340 2.352
H 2.298 1.979 4.165
C 1.804 -0.145 -4.167
O 0.585 0.047 -4.283
N 2.326 -1.352 -4.082
C 3.824 -1.420 -4.071
C 1.521 -2.591 -4.259
H 2.533 0.678 -4.235
H 4.257 -2.047 -4.850
H 4.165 -2.010 -3.220
H 4.232 -0.410 -4.025
H 2.054 -3.539 -4.335
H 0.826 -2.675 -3.424
H 0.701 -2.534 -4.975
C -1.332 4.298 -1.337
O -0.519 4.604 -2.215
N -2.224 3.275 -1.509
C -3.263 2.856 -0.577
C -2.274 2.456 -2.735
H -1.429 4.770 -0.347
H -3.015 2.034 0.093
H -4.273 2.718 -0.964
H -3.358 3.634 0.181
H -2.710 3.063 -3.529
H -1.239 2.168 -2.922
H -2.796 1.501 -2.675
C -3.368 0.915 4.244
O -4.513 1.258 4.679
N -2.183 1.415 4.596
C -2.257 2.463 5.596
C -0.918 0.988 3.953
H -3.213 0.042 3.591
H -3.022 3.240 5.567
H -1.356 3.077 5.593
H -2.234 1.870 6.510
H -0.890 -0.034 3.576
H -0.878 1.669 3.104
H -0.018 1.106 4.556
C -4.889 -0.662 -1.657
O -4.566 -0.644 -0.493
N -4.189 -1.272 -2.670
C -2.902 -2.030 -2.255
C -4.872 -1.769 -3.876
H -5.770 -0.153 -2.076
H -2.276 -2.104 -3.144
H -3.193 -2.977 -1.802
H -2.303 -1.469 -1.538
H -5.895 -1.397 -3.937
H -4.362 -1.796 -4.839
H -5.059 -2.834 -3.736
*
```

The LUMO energy (spin up / spin down) comes out at 0.076 / 0.076 Ha.

Löwdin atomic charge list, values in e, 2 entries: 0.0428, -0.4080

=====

Molecular formula: C12H11F3N2O9PW
Method: DFT, the ωB97M-V functional and the def2-TZVPD basis

ORCA input file:
```
! RIJCOSX wB97M-V def2-TZVPD def2/J DEFGRID3
* xyz 3 1
W 0.000 -0.223 -0.252
O 3.710 2.263 -0.407
C 3.135 1.702 -1.178
O 1.439 0.175 0.484
C 2.496 1.037 -2.251
C 3.341 0.610 -3.289
C 2.784 -0.093 -4.342
C 1.458 -0.473 -4.371
C 0.653 -0.045 -3.324
C 1.097 0.768 -2.277
O 0.206 1.352 -1.437
N -0.717 -0.558 -3.215
O -1.131 -0.756 -2.018
O -1.360 -0.820 -4.155
N 3.682 -0.519 -5.467
O 3.150 -1.167 -6.327
O 4.822 -0.148 -5.379
H 4.408 0.817 -3.307
H 1.090 -1.093 -5.186
F 0.294 -3.606 2.707
C -0.374 -3.786 1.582
F -1.642 -4.049 1.823
F 0.179 -4.713 0.840
C -0.319 -2.434 0.809
O -0.891 -1.370 1.235
O 0.306 -2.264 -0.287
C -1.787 2.919 0.210
P -1.677 1.310 0.991
C -3.252 0.442 0.893
C -1.129 1.470 2.689
H -2.512 3.493 0.798
H -2.150 2.839 -0.814
H -0.828 3.435 0.231
H -3.348 -0.246 1.732
H -3.378 -0.101 -0.046
H -4.041 1.198 0.948
H -1.905 2.025 3.227
H -0.197 2.033 2.740
H -1.013 0.493 3.156
*
```

Its energy above the lowest of the compared OMol25 structures with the same formula, charge and spin is 106.9 kJ/mol. The LUMO energy comes out at -0.498 Ha.

Löwdin atomic charge list, values in e, 2 entries: 1.8167, 0.4653

=====

Molecular formula: C49H64N4O6PReS
Method: DFT, the ωB97M-V functional and the def2-TZVPD basis

ORCA input file:
```
! RIJCOSX wB97M-V def2-TZVPD def2/J DEFGRID3
* xyz 1 2
Re 1.465 -0.485 1.031
O 3.845 0.534 4.123
C 3.101 0.813 3.221
O 2.108 0.014 2.833
C 3.195 2.152 2.500
C 1.811 2.706 2.143
C 1.974 4.167 1.701
C 2.498 4.002 0.253
C 2.669 2.488 0.176
O 1.501 2.011 0.898
C 3.841 2.065 1.078
C 4.310 0.652 0.754
O 5.460 0.324 0.894
O 3.355 -0.128 0.285
H 3.761 2.806 3.156
H 1.040 2.516 2.880
H 1.031 4.707 1.729
H 2.678 4.684 2.351
H 1.764 4.346 -0.477
H 3.433 4.527 0.066
H 2.696 2.068 -0.826
H 4.697 2.727 0.980
S -0.544 -1.483 1.799
C -0.095 -3.107 1.313
N -1.007 -4.042 1.445
N -0.872 -5.262 1.042
C -0.050 -5.853 0.047
C 0.371 -5.153 -1.080
C 1.065 -5.816 -2.075
C 1.356 -7.170 -1.951
C 0.926 -7.865 -0.832
C 0.217 -7.212 0.162
N 1.201 -3.388 1.024
N 2.015 -2.424 1.112
C 3.397 -2.822 1.183
C 3.910 -3.696 0.234
C 5.244 -4.056 0.300
C 6.047 -3.576 1.326
C 5.506 -2.752 2.301
C 4.178 -2.367 2.234
H -1.505 -5.889 1.517
H 0.120 -4.107 -1.195
H 1.366 -5.280 -2.965
H 1.908 -7.679 -2.730
H 1.133 -8.922 -0.740
H -0.125 -7.752 1.038
H 3.265 -4.072 -0.551
H 5.662 -4.703 -0.461
H 7.091 -3.857 1.372
H 6.115 -2.398 3.121
H 3.748 -1.751 3.011
C -2.475 5.440 -0.494
C -2.138 4.374 -1.547
C -1.629 3.081 -0.882
C -2.227 2.917 0.517
C -1.674 4.023 1.429
C -1.475 5.344 0.656
P -1.849 1.203 1.143
C -2.376 1.151 2.932
C -3.705 1.868 3.262
C -3.748 2.299 4.737
C -3.098 1.235 5.617
C -1.590 1.130 5.315
C -1.260 1.592 3.885
C -3.180 0.116 0.382
C -2.659 -0.549 -0.904
C -3.799 -1.271 -1.617
C -4.819 -0.252 -2.161
C -4.816 1.044 -1.338
C -4.574 0.748 0.142
H -3.483 5.280 -0.102
H -2.458 6.431 -0.948
H -1.372 4.757 -2.227
H -3.025 4.164 -2.151
H -0.538 3.099 -0.780
H -1.890 2.225 -1.506
H -3.312 3.013 0.438
H -0.719 3.698 1.849
H -2.355 4.195 2.264
H -0.465 5.392 0.235
H -1.586 6.189 1.336
H -2.514 0.078 3.103
H -4.533 1.182 3.066
H -3.855 2.747 2.634
H -4.785 2.465 5.031
H -3.218 3.248 4.868
H -3.589 0.277 5.424
H -3.254 1.470 6.670
H -1.264 0.095 5.438
H -1.023 1.736 6.025
H -0.312 1.147 3.574
H -1.156 2.680 3.860
H -3.287 -0.679 1.127
H -1.856 -1.245 -0.652
H -2.239 0.201 -1.581
H -4.283 -1.946 -0.905
H -3.411 -1.889 -2.430
H -5.817 -0.695 -2.141
H -4.595 -0.018 -3.205
H -5.769 1.561 -1.456
H -4.040 1.726 -1.701
H -5.342 0.044 0.481
H -4.710 1.653 0.730
C 1.758 -1.326 -7.397
C 1.452 -1.018 -5.964
C 2.078 -1.709 -4.931
C 1.807 -1.445 -3.602
C 2.538 -2.227 -2.546
C 0.867 -0.424 -3.287
C 0.618 -0.035 -1.938
O 0.960 -0.696 -0.938
C 0.214 0.283 -4.334
C -0.825 1.342 -4.071
C 0.515 -0.034 -5.640
H 2.686 -1.886 -7.493
H 1.832 -0.410 -7.983
H 0.954 -1.926 -7.829
H 2.807 -2.473 -5.175
H 3.317 -2.838 -3.001
H 1.848 -2.882 -2.013
H 3.003 -1.576 -1.804
H 0.111 0.923 -1.774
H -1.665 0.933 -3.507
H -1.213 1.727 -5.011
H -0.414 2.186 -3.514
H 0.018 0.498 -6.442
*
```

The LUMO energy (spin up / spin down) comes out at -0.182 / -0.167 Ha.

Löwdin atomic charge list, values in e, 2 entries: 1.4627, 0.1413

=====

Molecular formula: C50H46N8NaS8SbSe2
Method: DFT, the ωB97M-V functional and the def2-TZVPD basis

ORCA input file:
```
! RIJCOSX wB97M-V def2-TZVPD def2/J DEFGRID3
* xyz -2 1
Na 1.655 1.643 -0.645
Se 0.822 4.577 1.563
Se 2.441 4.015 3.086
C 1.935 2.217 3.426
C 2.353 1.579 4.589
C 1.872 0.308 4.826
C 1.013 -0.272 3.898
C 0.680 0.452 2.765
N 1.118 1.677 2.548
C 2.005 4.990 0.100
C 2.898 6.042 0.219
C 3.747 6.271 -0.848
C 3.641 5.463 -1.967
C 2.702 4.441 -1.971
N 1.897 4.210 -0.946
H 3.014 2.084 5.281
H 2.149 -0.224 5.727
H 0.604 -1.259 4.057
H 0.035 0.042 2.003
H 2.931 6.629 1.128
H 4.487 7.057 -0.801
H 4.302 5.596 -2.808
H 2.581 3.782 -2.822
N -0.275 1.185 -0.425
S -1.394 0.309 -0.196
N -1.283 -1.290 0.212
S -0.259 -2.453 0.127
N 1.202 -2.374 0.586
S 2.522 -1.648 -0.191
N 2.393 -0.247 -0.476
C 3.742 -2.182 1.055
C 5.018 -2.585 0.705
C 5.911 -2.946 1.702
C 5.544 -2.886 3.037
C 4.270 -2.464 3.380
C 3.370 -2.119 2.386
C 2.678 -2.835 -1.551
C 2.326 -2.442 -2.828
C 2.308 -3.380 -3.845
C 2.624 -4.702 -3.575
C 2.970 -5.085 -2.289
C 2.998 -4.149 -1.269
C -0.465 -3.303 -1.444
C -1.075 -2.673 -2.522
C -1.335 -3.387 -3.673
C -0.973 -4.726 -3.763
C -0.354 -5.352 -2.683
C -0.111 -4.646 -1.525
C -0.978 -3.623 1.242
C -0.176 -4.394 2.096
C -0.756 -5.321 2.927
C -2.139 -5.513 2.923
C -2.934 -4.756 2.058
C -2.366 -3.828 1.220
C -2.424 0.897 1.184
C -3.372 0.164 1.883
C -4.076 0.776 2.909
C -3.811 2.094 3.255
C -2.816 2.800 2.589
C -2.140 2.203 1.547
C -2.615 0.298 -1.538
C -3.798 -0.420 -1.488
C -4.670 -0.361 -2.560
C -4.363 0.425 -3.663
C -3.173 1.141 -3.705
C -2.294 1.069 -2.642
H 5.325 -2.579 -0.332
H 6.904 -3.278 1.437
H 6.250 -3.159 3.810
H 3.979 -2.409 4.420
H 2.373 -1.793 2.624
H 2.099 -1.403 -3.022
H 2.047 -3.074 -4.848
H 2.594 -5.439 -4.368
H 3.211 -6.120 -2.073
H 3.267 -4.433 -0.261
H -1.331 -1.629 -2.439
H -1.827 -2.905 -4.508
H -1.174 -5.284 -4.667
H -0.073 -6.394 -2.752
H 0.354 -5.116 -0.672
H 0.888 -4.220 2.088
H -0.135 -5.910 3.587
H -2.595 -6.238 3.582
H -4.006 -4.910 2.042
H -2.959 -3.237 0.536
H -3.520 -0.883 1.662
H -4.837 0.226 3.447
H -4.357 2.567 4.061
H -2.552 3.805 2.888
H -1.349 2.711 1.014
H -4.016 -1.023 -0.621
H -5.591 -0.933 -2.534
H -5.051 0.473 -4.496
H -2.927 1.754 -4.561
H -1.352 1.594 -2.637
S 5.544 2.709 -3.360
Sb 4.334 1.126 -2.124
S 2.271 1.099 -3.249
S 4.354 2.107 0.012
S 5.378 -0.943 -2.252
S -1.362 4.418 -2.383
C -2.561 4.740 -1.301
N -2.315 5.335 -0.118
C -3.337 5.830 0.769
C -4.622 5.018 0.613
C -4.981 4.946 -0.868
N -3.849 4.432 -1.594
H -1.341 5.447 0.129
H -3.548 6.886 0.537
H -2.967 5.763 1.794
H -5.431 5.487 1.175
H -4.465 4.008 0.994
H -5.263 5.951 -1.228
H -5.831 4.275 -1.029
H -3.983 4.019 -2.502
*
```

Its energy above the lowest of the compared OMol25 structures with the same formula, charge and spin is 395.2 kJ/mol. The LUMO energy comes out at 0.111 Ha.

Löwdin atomic charge list, values in e, 2 entries: -0.3600, 0.6474

=====

Molecular formula: C2F3MnNO4S2
Method: DFT, the ωB97M-V functional and the def2-TZVPD basis

ORCA input file:
```
! RIJCOSX wB97M-V def2-TZVPD def2/J DEFGRID3
* xyz 0 6
Mn -0.809 0.442 1.205
N 0.315 2.156 0.470
S -1.148 3.105 0.633
O -1.962 1.955 1.423
S 0.336 -1.857 0.674
O -1.133 -1.518 1.012
O 1.022 -0.467 0.558
C 0.151 -2.219 -1.163
F 0.135 -3.535 -1.334
F -0.967 -1.697 -1.631
F 1.169 -1.707 -1.826
O 2.107 2.547 -1.051
C 1.322 2.256 -0.237
*
```

Its energy above the lowest of the compared OMol25 structures with the same formula, charge and spin is 30.7 kJ/mol. The LUMO energy (spin up / spin down) comes out at -0.013 / -0.027 Ha.

natural (NBO) atomic charge list, values in e, 2 entries: 1.5495, -0.9259

=====

Molecular formula: C31H32ClN2O3PScTe2
Method: DFT, the ωB97M-V functional and the def2-TZVPD basis

ORCA input file:
```
! RIJCOSX wB97M-V def2-TZVPD def2/J DEFGRID3
* xyz 1 1
Sc 0.984 -0.764 -0.190
C 5.312 0.552 -0.121
C 3.956 0.574 0.045
N 3.167 -0.527 0.073
C 3.805 -1.757 -0.024
C 5.213 -1.848 -0.211
C 5.959 -0.689 -0.273
C 5.818 -3.155 -0.286
C 5.090 -4.274 -0.136
C 3.669 -4.208 0.081
C 2.894 -5.333 0.270
C 1.512 -5.200 0.458
C 0.963 -3.940 0.431
N 1.676 -2.814 0.262
C 3.043 -2.928 0.095
H 5.868 1.478 -0.128
H 3.448 1.522 0.177
H 7.031 -0.743 -0.412
H 6.888 -3.206 -0.447
H 5.557 -5.250 -0.172
H 3.359 -6.310 0.268
H 0.878 -6.061 0.606
H -0.107 -3.813 0.519
Cl 1.293 1.704 -1.707
C 1.567 3.052 -0.601
C 2.301 4.119 -1.084
C 2.522 5.210 -0.257
C 2.007 5.218 1.030
C 1.273 4.136 1.492
C 1.040 3.021 0.689
C 0.237 1.868 1.202
H 2.694 4.091 -2.091
H 3.097 6.049 -0.624
H 2.178 6.065 1.680
H 0.879 4.146 2.501
H 0.853 0.947 1.256
H -0.100 2.024 2.225
C -2.985 1.850 1.466
Te -1.530 1.527 -0.049
C -1.923 3.561 -0.543
C -3.359 3.746 -0.115
C -4.161 4.727 -0.684
C -5.478 4.867 -0.276
C -6.002 4.020 0.690
C -5.210 3.034 1.256
C -3.886 2.899 0.861
H -2.463 2.206 2.356
H -3.490 0.909 1.675
H -1.768 3.697 -1.611
H -1.213 4.182 0.007
H -3.759 5.375 -1.453
H -6.102 5.627 -0.725
H -7.036 4.120 0.994
H -5.623 2.363 1.998
C -1.556 -3.609 -3.466
C -2.250 -4.085 -2.214
O -1.941 -3.289 -1.033
P -1.833 -1.715 -1.008
O -0.568 -1.193 -1.671
Te -3.843 -0.635 -1.539
O -1.341 -1.464 0.547
C -1.853 -2.003 1.800
C -3.310 -2.401 1.786
H -1.826 -4.282 -4.280
H -0.473 -3.621 -3.350
H -1.870 -2.603 -3.746
H -1.924 -5.086 -1.940
H -3.336 -4.081 -2.322
H -1.671 -1.214 2.531
H -1.214 -2.847 2.060
H -3.967 -1.554 1.597
H -3.549 -2.818 2.766
H -3.512 -3.164 1.037
*
```

Its energy above the lowest of the compared OMol25 structures with the same formula, charge and spin is 380.3 kJ/mol. The LUMO energy (spin up / spin down) comes out at -0.105 / -0.105 Ha.

Löwdin atomic charge list, values in e, 2 entries: 0.8004, -0.0655

=====

Molecular formula: C3H8BrNO
Method: DFT, the ωB97M-V functional and the def2-TZVPD basis

ORCA input file:
```
! RIJCOSX wB97M-V def2-TZVPD def2/J DEFGRID3
* xyz 0 1
C -4.946 -3.316 5.890
C -4.152 -1.893 5.580
O -3.985 -1.485 4.457
N -3.687 -1.435 6.724
H -6.238 -1.138 4.825
H -3.967 -1.949 7.541
C -3.434 -0.025 6.900
H -4.159 -4.083 6.016
H -5.789 -3.314 5.250
H -5.324 -3.274 6.935
H -3.089 0.115 7.871
H -4.400 0.537 6.819
H -2.739 0.336 6.077
Br -5.876 -1.658 9.222
*
```

Its energy above the lowest of the compared OMol25 structures with the same formula, charge and spin is 589.2 kJ/mol. The LUMO energy comes out at -0.191 Ha.

natural (NBO) atomic charge list, values in e, 2 entries: -0.7323, 0.6834

=====

In order of appearance, calculated total energy = -2464.17828; -1957.32093; -3393.63604; -10761.67904; -2678.89632; -3633.93536; -2822.87731 hartree.